Computed, not measured: 8 unconnected molecules or ions with the total composition C16H34Br6O22S6 at a distorted geometry, with wB97M-V/def2-TZVPD.

Bonds (Å) are listed after each position.
Element x y z (Å)
1 O -1.114 4.291 -1.074  S2 1.461
2 S -0.912 4.395 -2.517  O1 1.461, O3 1.486, O4 1.666, C7 1.903
3 O -2.082 4.556 -3.420  S2 1.486
4 O 0.310 5.429 -2.978  S2 1.666, C5 1.384
5 C 0.254 6.053 -4.212  O4 1.384, C6 1.562, H8 1.090, H9 1.090
6 C -0.459 7.438 -4.322  C5 1.562, H10 1.090, H11 1.090, H12 1.090
7 C -0.028 2.780 -2.999  S2 1.903, H13 1.090, H14 1.090, H15 1.090
8 H -0.270 5.459 -4.961  C5 1.090
9 H 1.248 6.305 -4.582  C5 1.090
10 H -0.166 7.960 -3.411  C6 1.090
11 H -1.544 7.342 -4.272  C6 1.090
12 H -0.172 7.895 -5.269  C6 1.090
13 H 0.812 3.087 -3.621  C7 1.090
14 H -0.604 1.984 -3.473  C7 1.090
15 H 0.288 2.398 -2.028  C7 1.090
16 O -4.404 -2.017 -0.306  S17 1.411
17 S -4.488 -1.409 0.965  O16 1.411, O18 1.464, O19 1.698, C22 1.842
18 O -4.571 -2.211 2.188  S17 1.464
19 O -3.247 -0.274 1.202  S17 1.698, C20 1.416
20 C -3.252 0.537 2.363  O19 1.416, C21 1.525, H23 1.090, H24 1.090
21 C -1.853 1.016 2.739  C20 1.525, H25 1.090, H26 1.090, H27 1.090
22 C -5.930 -0.268 0.863  S17 1.842, H28 1.090, H29 1.090, H30 1.090
23 H -3.890 0.127 3.145  C20 1.090
24 H -3.893 1.418 2.320  C20 1.090
25 H -1.202 0.205 3.062  C21 1.090
26 H -1.855 1.774 3.522  C21 1.090
27 H -1.275 1.630 2.048  C21 1.090
28 H -6.227 0.255 1.772  C22 1.090
29 H -6.723 -0.806 0.344  C22 1.090
30 H -5.453 0.444 0.190  C22 1.090
31 C 6.318 0.777 0.303  Br32 1.995, Br33 2.026, Br34 1.972, H35 1.090
32 Br 5.850 0.272 -1.569  C31 1.995
33 Br 6.378 -0.906 1.429  C31 2.026
34 Br 5.313 2.334 0.978  C31 1.972
35 H 7.351 1.063 0.103  C31 1.090
36 C 1.464 5.402 1.161  Br37 2.012, Br38 2.011, Br39 1.992, H40 1.090
37 Br 2.514 5.349 -0.555  C36 2.012
38 Br 1.952 7.084 2.149  C36 2.011
39 Br 1.728 3.781 2.287  C36 1.992
40 H 0.429 5.575 0.865  C36 1.090
41 C -1.638 -5.312 -0.335  C42 1.505, O47 1.409, H48 1.090, H49 1.090
42 C -2.944 -4.734 0.137  C41 1.505, O43 1.420, H50 1.090, H51 1.090
43 O -3.684 -5.817 0.681  C42 1.420, S44 1.689
44 S -2.996 -7.327 0.368  O43 1.689, O45 1.433, O46 1.443, O47 1.647
45 O -3.889 -8.150 -0.391  S44 1.433
46 O -2.188 -7.842 1.446  S44 1.443
47 O -1.996 -6.617 -0.731  C41 1.409, S44 1.647
48 H -0.860 -5.178 0.416  C41 1.090
49 H -1.402 -4.712 -1.214  C41 1.090
50 H -3.438 -4.157 -0.645  C42 1.090
51 H -2.832 -3.969 0.906  C42 1.090
52 C 2.584 -0.293 1.103  C53 1.542, O58 1.432, H59 1.090, H60 1.090
53 C 1.451 0.751 1.037  C52 1.542, O54 1.415, H61 1.090, H62 1.090
54 O 0.387 -0.088 0.627  C53 1.415, S55 1.660
55 S 0.912 -1.040 -0.627  O54 1.660, O56 1.480, O57 1.489, O58 1.670
56 O 0.662 -0.278 -1.871  S55 1.480
57 O 0.334 -2.412 -0.581  S55 1.489
58 O 2.484 -1.113 -0.068  C52 1.432, S55 1.670
59 H 2.176 -0.975 1.848  C52 1.090
60 H 3.564 0.086 1.392  C52 1.090
61 H 1.701 1.637 0.454  C53 1.090
62 H 1.031 0.930 2.027  C53 1.090
63 C 1.958 -0.589 6.758  C64 1.572, O69 1.473, H70 1.090, H71 1.090
64 C 1.187 -1.216 5.541  C63 1.572, O65 1.405, H72 1.090, H73 1.090
65 O 2.125 -1.347 4.503  C64 1.405, S66 1.681
66 S 3.113 0.013 4.487  O65 1.681, O67 1.493, O68 1.474, O69 1.705
67 O 2.306 1.154 3.963  S66 1.493
68 O 4.534 -0.070 4.108  S66 1.474
69 O 3.077 0.178 6.184  C63 1.473, S66 1.705
70 H 2.474 -1.348 7.346  C63 1.090
71 H 1.358 0.006 7.447  C63 1.090
72 H 0.268 -0.751 5.183  C64 1.090
73 H 0.740 -2.158 5.856  C64 1.090
74 C 1.913 -2.702 -3.923  C75 1.533, O80 1.403, H81 1.090, H82 1.090
75 C 0.641 -2.153 -4.580  C74 1.533, O76 1.466, H83 1.090, H84 1.090
76 O 0.062 -3.321 -5.252  C75 1.466, S77 1.628
77 S 0.394 -4.707 -4.465  O76 1.628, O78 1.490, O79 1.470, O80 1.679
78 O 1.258 -5.526 -5.361  S77 1.490
79 O -0.795 -5.275 -3.814  S77 1.470
80 O 1.487 -3.949 -3.440  C74 1.403, S77 1.679
81 H 2.335 -2.129 -3.098  C74 1.090
82 H 2.744 -2.884 -4.604  C74 1.090
83 H 0.884 -1.434 -5.363  C75 1.090
84 H -0.074 -1.710 -3.888  C75 1.090

Summary:
E_HOMO (alpha / beta) (eV): -1.63 / -5.93
Charge: -1
Lowest unoccupied orbital energy (alpha / beta) (eV): 1.390 / 1.398
⟨S²⟩: 0.755
Spin multiplicity: 2
Orbital gap (alpha / beta) (eV): 3.0 / 7.3

Which charges does Löwdin predict for the atoms? In e, they are: atom 1 (O): -0.3112, atom 2 (S): 0.7101, atom 3 (O): -0.3260, atom 4 (O): -0.3197, atom 5 (C): -0.3208, atom 6 (C): -0.0634, atom 7 (C): -0.0683, atom 8 (H): 0.1101, atom 9 (H): 0.1227, atom 10 (H): 0.0766, atom 11 (H): 0.0663, atom 12 (H): 0.0767, atom 13 (H): 0.0618, atom 14 (H): 0.0654, atom 15 (H): 0.0361, atom 16 (O): -0.2560, atom 17 (S): 0.6653, atom 18 (O): -0.3025, atom 19 (O): -0.2472, atom 20 (C): -0.3005, atom 21 (C): -0.0540, atom 22 (C): -0.1002, atom 23 (H): 0.1117, atom 24 (H): 0.1081, atom 25 (H): 0.0715, atom 26 (H): 0.0824, atom 27 (H): 0.0708, atom 28 (H): 0.0682, atom 29 (H): 0.0693, atom 30 (H): 0.0623, atom 31 (C): -1.5538, atom 32 (Br): 0.2837, atom 33 (Br): 0.2942, atom 34 (Br): 0.3492, atom 35 (H): -0.0812, atom 36 (C): -1.4221, atom 37 (Br): 0.5437, atom 38 (Br): 0.4837, atom 39 (Br): 0.6339, atom 40 (H): -0.0434, atom 41 (C): -0.1959, atom 42 (C): -0.2041, atom 43 (O): -0.1951, atom 44 (S): 0.7229, atom 45 (O): -0.2328, atom 46 (O): -0.2394, atom 47 (O): -0.1934, atom 48 (H): 0.1353, atom 49 (H): 0.1170, atom 50 (H): 0.1113, atom 51 (H): 0.1133, atom 52 (C): -0.1848, atom 53 (C): -0.2427, atom 54 (O): -0.2318, atom 55 (S): 0.7647, atom 56 (O): -0.2793, atom 57 (O): -0.2671, atom 58 (O): -0.1915, atom 59 (H): 0.1127, atom 60 (H): 0.0555, atom 61 (H): 0.0915, atom 62 (H): 0.0697, atom 63 (C): -0.1252, atom 64 (C): -0.2012, atom 65 (O): -0.2047, atom 66 (S): 0.7884, atom 67 (O): -0.3275, atom 68 (O): -0.2564, atom 69 (O): -0.2286, atom 70 (H): 0.1192, atom 71 (H): 0.1230, atom 72 (H): 0.1149, atom 73 (H): 0.1286, atom 74 (C): -0.1845, atom 75 (C): -0.1267, atom 76 (O): -0.2226, atom 77 (S): 0.7588, atom 78 (O): -0.2786, atom 79 (O): -0.2483, atom 80 (O): -0.2173, atom 81 (H): 0.1232, atom 82 (H): 0.1320, atom 83 (H): 0.1305, atom 84 (H): 0.1134